9
Properties=species:S:1:pos:R:3:forces:R:3 method="wB97M-V/def2-TZVPD" spin_multiplicity=7 orbital_gap_ev="6.58 / 7.78" charge=+1 homo_ev="-10.7 / -12.2"
O 0.450740 -1.658972 0.147439 -0.9 -0.5 -0.5
Li -0.377750 2.675828 -2.521124 -0.2 -0.2 0.1
O -0.850653 1.355561 -1.374731 0.4 1.6 -1.4
O 0.817833 -0.899874 2.251116 -0.6 -0.8 0.0
Mn -0.441976 -1.127092 -1.679168 -0.1 0.3 0.2
C -0.660320 0.656979 0.931231 0.8 -0.5 1.1
C 0.286780 -1.025142 1.173284 1.1 3.9 1.0
Li 0.280667 1.019193 2.887296 -0.2 -0.7 -0.6
C -0.670210 1.309241 -0.126973 -0.3 -3.0 0.1

9
Properties=species:S:1:pos:R:3:forces:R:3 method="wB97M-V/def2-TZVPD" smiles="O=C=NOC(=O)N=C=O" orbital_gap_ev=10.58 homo_ev=-10.4
C -1.646679 -0.961034 1.440807 0.2 -0.4 0.4
C 1.734140 1.167744 -1.633586 -0.1 -0.1 0.1
C 0.373873 -0.093395 -0.035339 -0.4 -0.3 0.4
O 0.510492 -0.928471 0.812640 0.2 0.1 -0.2
N -1.849914 -0.128875 0.572534 -1.1 1.0 -0.8
N 1.464890 0.354541 -0.784057 -1.9 -0.5 1.0
O -1.837827 -1.693126 2.308778 0.1 -0.6 0.6
O 2.180943 1.861441 -2.425622 0.2 0.7 -0.7
O -0.929918 0.421176 -0.256154 2.8 0.2 -0.9

6
Properties=species:S:1:pos:R:3:forces:R:3 method="wB97M-V/def2-TZVPD" orbital_gap_ev="7.78 / 7.79" homo_ev="-10.8 / -10.7"
C 0.498900 -0.334292 0.744044 -3.9 -1.0 3.2
O -1.142332 1.277319 0.040381 0.1 0.8 -0.2
C -1.516313 0.190659 -0.136230 0.3 2.1 0.5
O 2.619548 -0.155014 -0.323474 -0.5 0.3 -0.7
C 1.488114 -0.140810 -0.006778 5.5 0.5 -2.1
O -1.947915 -0.837861 -0.317944 -1.4 -2.6 -0.7

| no. | calculated total energy (eV) |
| --- | --- |
| 1 | -40975.3284 |
| 2 | -14278.7508 |
| 3 | -9248.0695 |